Formula: C16H18Br2F3N2O4P
Source: OMol25
Level of theory: ωB97M-V/def2-TZVPD

Properties
- E_tot: -185571.323 eV
- SMILES: FC(F)(Br)[C@](F)(Br)CC[PH4].O=[N+]([O-])c1ccccc1.O=[N+]([O-])c1ccccc1
- HOMO-LUMO gap: 7.24 eV
- Strongest force on any atom: 2.4 eV/A
- HOMO level: -0.2896 Ha
- Multiplicity: 1

Geometry (Å):
F -3.592 -0.188 -0.054
C -2.309 0.041 0.434
F -2.489 0.594 1.720
Br -1.197 -1.583 0.533
C -1.654 1.212 -0.444
F -0.429 1.533 0.221
Br -2.858 2.767 -0.296
C -1.293 0.773 -1.924
C -2.101 1.513 -3.075
P -1.392 3.261 -3.528
H -0.174 0.901 -2.086
H -1.503 -0.340 -2.010
H -1.950 0.882 -4.020
H -3.222 1.532 -2.908
H -2.636 3.818 -3.021
H -0.333 3.123 -2.577
H -1.330 2.948 -4.924
H -0.968 4.641 -3.768
O -0.799 -5.029 -0.490
N -0.014 -5.335 0.389
O 1.160 -5.011 0.408
C -0.515 -6.152 1.496
C -1.841 -6.573 1.491
C -2.306 -7.368 2.531
C -1.451 -7.732 3.565
C -0.129 -7.299 3.568
C 0.345 -6.506 2.530
H -2.516 -6.295 0.690
H -3.336 -7.707 2.534
H -1.816 -8.357 4.373
H 0.532 -7.583 4.378
H 1.377 -6.177 2.541
O 0.363 4.608 -1.398
N 1.507 4.981 -1.598
O 1.898 5.479 -2.638
C 2.475 4.811 -0.514
C 2.072 4.210 0.674
C 2.999 4.028 1.692
C 4.314 4.448 1.520
C 4.706 5.058 0.333
C 3.786 5.241 -0.692
H 1.051 3.878 0.818
H 2.698 3.555 2.620
H 5.037 4.300 2.315
H 5.731 5.386 0.205
H 4.103 5.714 -1.613

Formula: C16H18BrNO2Se2SiTe2V
Source: OMol25
Level of theory: ωB97M-V/def2-TZVPD

Properties
- E_tot: -271364.048 eV
- HOMO-LUMO gap (spin up / spin down): 6.74 / 6.71 eV
- Charge: -1
- Strongest force on any atom: 0.7 eV/A
- HOMO level (spin up / spin down): -0.1662 / -0.1672 Ha
- Multiplicity: 3
- Energy above the lowest of the compared OMol25 structures with the same formula, charge and spin: 0.0 kJ/mol

Geometry (Å):
V -0.165 -0.844 -2.074
Se -1.534 -2.393 -3.356
Te 0.112 -3.665 -4.786
Te 1.899 -1.673 -5.009
Se 2.198 -1.457 -2.534
Br -0.713 5.472 1.731
C 0.136 4.113 0.705
C 1.332 3.581 1.156
C 1.930 2.566 0.424
C 1.330 2.087 -0.731
C 0.128 2.635 -1.168
C -0.470 3.664 -0.453
C -0.559 2.123 -2.420
O -1.400 2.794 -2.985
O -0.137 0.958 -2.805
H 1.783 3.954 2.066
H 2.868 2.142 0.760
H 1.791 1.291 -1.304
H -1.401 4.083 -0.807
C -0.260 -2.932 2.268
Si 0.751 -2.492 0.741
C 1.011 -4.064 -0.244
C 2.411 -1.792 1.288
N -0.165 -1.345 -0.192
C -1.062 -0.418 0.336
C -2.266 -0.172 -0.336
C -3.113 0.857 0.068
C -2.813 1.617 1.180
C -1.632 1.361 1.879
C -0.761 0.380 1.456
H 0.316 -3.587 2.926
H -1.164 -3.469 1.971
H -0.567 -2.061 2.848
H 1.009 -4.924 0.431
H 1.947 -4.058 -0.803
H 0.206 -4.196 -0.971
H 3.004 -2.563 1.788
H 2.301 -0.953 1.978
H 2.980 -1.447 0.421
H -2.568 -0.822 -1.156
H -4.023 1.039 -0.490
H -3.474 2.412 1.501
H -1.378 1.967 2.741
H 0.184 0.230 1.963

Formula: C16H18BrNO3S3Sr
Source: OMol25
Level of theory: ωB97M-V/def2-TZVPD

Properties
- E_tot: -127898.233 eV
- HOMO-LUMO gap: 7.28 eV
- Strongest force on any atom: 4.8 eV/A
- HOMO level: -0.2699 Ha
- Multiplicity: 1
- Energy above the lowest of the compared OMol25 structures with the same formula, charge and spin: 100.1 kJ/mol

Geometry (Å):
Sr 0.567 0.685 -0.558
C 3.922 -1.268 -1.016
C 3.166 -2.142 -2.015
S 1.517 -1.515 -2.462
C 0.513 -3.004 -2.247
C 0.440 -3.601 -0.841
S 0.014 -2.419 0.469
C 1.328 -2.722 1.677
C 2.759 -2.508 1.204
S 3.046 -0.856 0.520
H 4.160 -0.301 -1.457
H 4.872 -1.740 -0.762
H 3.028 -3.152 -1.632
H 3.757 -2.222 -2.926
H 0.869 -3.765 -2.942
H -0.482 -2.705 -2.582
H 1.381 -4.078 -0.569
H -0.322 -4.378 -0.841
H 1.220 -3.736 2.063
H 1.089 -2.041 2.494
H 3.040 -3.249 0.458
H 3.430 -2.641 2.053
Br -2.591 -0.150 -1.208
C -3.412 1.158 -0.051
C -4.762 1.027 0.072
C -5.474 1.962 0.853
C -4.802 2.987 1.452
C -3.395 3.117 1.320
C -2.717 4.197 1.942
C -1.365 4.314 1.824
C -0.631 3.342 1.094
C -1.205 2.260 0.452
C -2.632 2.176 0.566
H -5.283 0.222 -0.431
H -6.548 1.862 0.957
H -5.337 3.725 2.040
H -3.297 4.922 2.505
H -0.848 5.146 2.292
H 0.451 3.476 1.054
O 2.267 1.991 0.000
N 2.662 1.919 -1.211
O 3.840 2.015 -1.510
O 1.765 1.692 -2.100

Formula: C16H18BrNTb
Source: OMol25
Level of theory: ωB97M-V/def2-TZVPD

Properties
- E_tot: -110849.509 eV
- HOMO-LUMO gap (spin up / spin down): 4.79 / 5.90 eV
- Charge: -1
- Strongest force on any atom: 3.5 eV/A
- HOMO level (spin up / spin down): -0.1192 / -0.1231 Ha
- Multiplicity: 7
- Energy above the lowest of the compared OMol25 structures with the same formula, charge and spin: 295.9 kJ/mol

Geometry (Å):
C -1.932 -0.924 -1.235
C -1.505 -1.350 0.070
C -1.931 -0.364 0.998
H -0.945 -2.242 0.340
C -2.575 0.680 0.290
C -2.563 0.345 -1.098
H -3.052 0.899 -1.906
H -1.734 -1.443 -2.168
H -1.801 -0.455 2.071
H -3.061 1.544 0.759
Tb 0.002 0.284 -0.614
Br 1.071 -2.172 -1.383
C 1.651 0.716 -3.165
C 0.602 1.507 -3.692
C -0.380 0.627 -4.261
H 0.584 2.596 -3.742
C 0.066 -0.695 -4.099
C 1.345 -0.657 -3.458
H 2.049 -1.487 -3.375
H 2.600 1.052 -2.744
H -1.280 0.935 -4.797
H -0.414 -1.609 -4.451
C -0.411 2.376 2.812
C 0.380 1.138 2.896
C 0.853 0.579 4.108
C 1.476 -0.630 3.770
C 1.368 -0.784 2.375
C 1.884 -1.931 1.634
N 0.717 0.314 1.817
H 0.060 3.195 3.384
H -1.401 2.256 3.298
H -0.485 2.705 1.765
H 0.758 1.041 5.087
H 1.991 -1.333 4.406
H 2.879 -1.712 1.224
H 1.954 -2.822 2.275
H 1.181 -2.183 0.810